Molecular formula: C27H47FeNOP
Method: DFT, ωB97M-V/def2-TZVPD

The expectation value of S² is 8.80. Its multiplicity is 6. As for the LUMO energy (spin up / spin down): 0.1711 / 0.1709 Eh. As for the charge: -2. Its HOMO-LUMO gap (spin up / spin down) is 3.06 / 3.58 eV.

Positions of all 78 atoms, in Å:
Fe 0.071 0.332 -0.825
C 2.010 0.852 -0.376
C 2.139 -0.241 -1.336
C 2.015 0.327 -2.628
H 2.481 -1.271 -1.156
C 1.666 1.693 -2.502
C 1.618 2.028 -1.116
H 1.566 3.029 -0.683
H 2.265 0.851 0.678
H 2.290 -0.180 -3.546
H 1.557 2.375 -3.343
C -2.264 0.088 -1.104
C -1.726 1.369 -0.642
C -1.278 2.074 -1.831
H -1.854 1.780 0.353
C -1.717 1.350 -2.961
C -2.309 0.143 -2.525
H -2.832 -0.552 -3.181
H -2.749 -0.659 -0.478
H -0.831 3.070 -1.881
H -1.716 1.710 -3.991
O -0.176 -0.977 -3.830
C -0.229 -0.660 -5.247
C 0.503 -1.985 -5.607
C 0.505 0.618 -5.567
C -1.654 -0.624 -5.753
C 0.451 -2.247 -4.103
H 1.514 -1.839 -6.006
H -0.107 -2.672 -6.205
H -0.209 -3.073 -3.823
H 1.428 -2.305 -3.619
H 0.331 0.878 -6.617
H 1.579 0.505 -5.398
H 0.123 1.433 -4.949
H -1.643 -0.773 -6.841
H -2.100 0.354 -5.550
H -2.253 -1.413 -5.286
C 2.386 -1.471 3.919
C 2.084 -1.564 2.414
C 3.403 -1.160 1.742
C 1.738 -2.980 1.926
P 0.341 -0.563 2.192
N -0.032 -0.520 0.672
C -1.137 -1.356 3.343
C -1.327 -0.540 4.646
C -2.453 -1.320 2.554
C -0.862 -2.810 3.779
C -0.866 3.085 2.655
C 0.082 2.776 3.736
C -0.416 3.927 1.539
C -2.292 2.766 2.837
H 3.007 -0.584 4.112
H 2.961 -2.354 4.201
H 1.516 -1.415 4.572
H 4.141 -1.879 2.137
H 3.433 -1.251 0.650
H 3.755 -0.152 2.011
H 0.668 -3.206 1.867
H 2.170 -3.146 0.928
H 2.193 -3.706 2.613
H -1.640 0.501 4.468
H -2.137 -1.011 5.234
H -0.428 -0.539 5.283
H -2.378 -1.845 1.592
H -3.231 -1.807 3.170
H -2.798 -0.295 2.346
H -0.921 -3.523 2.949
H 0.100 -2.940 4.291
H -1.648 -3.087 4.502
H 1.124 2.818 3.407
H 0.000 3.449 4.608
H -0.076 1.784 4.166
H -0.408 4.997 1.823
H -1.039 3.852 0.634
H 0.615 3.667 1.241
H -2.396 1.880 3.486
H -2.872 3.578 3.326
H -2.825 2.557 1.903

Atom charges from the Löwdin analysis, given in e for atoms 1 to 5: Fe 0.505; C -0.248; C -0.209; C -0.189; H 0.078

***

Molecular formula: C27H47IrN2O3P3
Method: DFT, ωB97M-V/def2-TZVPD

The expectation value of S² is 8.81. Its multiplicity is 6. As for the LUMO energy (spin up / spin down): -0.4197 / -0.5600 Eh. As for the charge: +4. Its HOMO-LUMO gap (spin up / spin down) is 6.09 / 4.90 eV.

Positions of all 83 atoms, in Å:
P 2.461 -0.305 -1.429
C 3.255 -0.589 0.238
H 4.356 -0.623 0.128
H 2.956 -1.547 0.686
H 3.031 0.206 0.963
C 3.194 -1.846 -2.154
H 3.219 -1.841 -3.254
H 2.653 -2.754 -1.832
H 4.247 -1.965 -1.819
C 3.652 1.005 -1.928
H 4.687 0.606 -1.915
H 3.631 1.859 -1.225
H 3.472 1.414 -2.935
P -0.922 2.982 -1.897
C -0.993 4.111 -0.426
H -1.515 5.053 -0.694
H 0.009 4.401 -0.072
H -1.540 3.682 0.429
C 0.002 4.204 -2.932
H -0.070 4.014 -4.014
H 1.074 4.242 -2.664
H -0.403 5.228 -2.770
C -2.681 3.263 -2.380
H -2.858 4.344 -2.561
H -3.376 2.959 -1.575
H -2.992 2.727 -3.291
P -2.115 -1.573 -1.426
C -2.981 -1.902 0.192
H -3.557 -2.848 0.129
H -3.706 -1.112 0.441
H -2.292 -2.008 1.042
C -3.687 -1.569 -2.397
H -4.372 -2.365 -2.032
H -3.538 -1.757 -3.471
H -4.228 -0.610 -2.291
C -1.518 -3.319 -1.603
H -2.379 -4.016 -1.611
H -0.880 -3.617 -0.753
H -0.938 -3.503 -2.520
Ir -0.220 0.468 -1.315
C 0.910 1.670 -0.168
O 1.504 2.352 0.595
C -1.792 0.941 -0.163
O -2.638 1.273 0.598
C -1.483 0.050 -4.798
C -0.832 -1.169 -4.735
C 0.566 -1.217 -4.587
C 1.298 -0.063 -4.794
C 0.651 1.185 -4.856
C -0.723 1.216 -5.003
H -2.546 0.107 -4.914
H -1.357 -2.075 -4.872
H 1.040 -2.177 -4.539
H 2.337 -0.101 -4.981
H 1.248 2.062 -5.010
H -1.217 2.087 -5.340
C 1.695 1.620 6.381
C 0.404 0.819 6.489
N 0.346 -0.281 5.468
C 0.363 -1.658 5.965
C -0.977 -2.341 5.703
C 0.215 0.096 4.137
O 0.058 1.311 3.909
C 0.288 -0.813 2.882
C 0.678 -2.139 2.776
C 0.805 -2.733 1.535
C 0.564 -2.021 0.378
N 0.142 -0.755 0.474
C 0.004 -0.171 1.648
H 2.554 0.958 6.527
H 1.704 2.383 7.158
H 1.786 2.112 5.414
H 0.361 0.381 7.498
H -0.480 1.459 6.379
H 1.241 -2.179 5.538
H 0.531 -1.661 7.043
H -1.220 -2.380 4.641
H -0.940 -3.349 6.108
H -1.760 -1.777 6.219
H 0.930 -2.747 3.649
H 1.149 -3.775 1.465
H 0.768 -2.481 -0.606
H -0.319 0.880 1.731

Atom charges from the Löwdin analysis, given in e for atoms 1 to 5: P 0.795; C -0.230; H 0.083; H 0.042; H 0.049

***

Molecular formula: C27H47Si4
Method: DFT, ωB97M-V/def2-TZVPD

As for the LUMO energy: -0.2111 Eh. As for the charge: +1. Its HOMO-LUMO gap is 4.07 eV.

Positions of all 78 atoms, in Å:
C 0.184 -6.374 -0.549
Si 1.108 -4.721 -0.638
C 2.182 -4.562 0.901
C 2.184 -4.782 -2.188
Si -0.226 -2.798 -0.622
Si -0.235 -1.850 -2.746
C -0.671 -3.120 -4.074
C -1.507 -0.462 -2.682
C 1.436 -1.128 -3.219
Si -2.366 -3.713 -0.413
C -2.845 -4.922 -1.785
C -2.447 -4.598 1.254
C -3.597 -2.283 -0.385
C 0.001 -1.533 0.865
C 1.162 -0.562 0.815
C 1.069 0.671 1.671
C 2.313 -0.748 0.138
H 0.949 -7.164 -0.490
H -0.459 -6.483 0.331
H -0.425 -6.581 -1.437
H 2.794 -5.474 0.973
H 2.855 -3.696 0.864
H 1.583 -4.487 1.819
H 2.885 -5.620 -2.054
H 1.611 -4.970 -3.105
H 2.779 -3.872 -2.340
H -0.549 -2.605 -5.039
H -0.007 -3.993 -4.078
H -1.704 -3.480 -4.012
H -1.325 0.179 -3.557
H -2.542 -0.821 -2.726
H -1.401 0.162 -1.784
H 1.331 -0.730 -4.240
H 1.734 -0.306 -2.557
H 2.247 -1.869 -3.228
H -3.847 -5.305 -1.537
H -2.906 -4.451 -2.773
H -2.178 -5.787 -1.868
H -3.474 -4.975 1.375
H -1.762 -5.448 1.349
H -2.242 -3.909 2.084
H -4.566 -2.695 -0.067
H -3.315 -1.502 0.335
H -3.734 -1.808 -1.364
H -0.930 -0.950 0.977
H 0.075 -2.161 1.774
H 0.072 0.812 2.105
H 1.796 0.633 2.495
H 1.321 1.561 1.083
H 3.063 0.049 0.153
H 2.544 -1.682 -0.377
C -0.501 8.687 -1.596
C -0.039 7.546 -0.746
C 0.628 6.470 -1.352
C 1.035 5.387 -0.602
C 0.804 5.327 0.807
C 1.198 4.172 1.514
C 0.837 3.883 2.863
C 1.674 3.035 3.654
C 1.347 2.727 4.964
C 0.236 3.329 5.579
C -0.609 4.164 4.824
C -0.359 4.378 3.473
C 0.220 6.487 1.414
C -0.239 7.543 0.641
H -1.219 9.321 -1.065
H 0.344 9.317 -1.902
H -0.974 8.316 -2.512
H 0.815 6.502 -2.426
H 1.521 4.536 -1.083
H 1.894 3.502 1.012
H 2.590 2.637 3.197
H 1.969 2.016 5.522
H 0.010 3.122 6.622
H -1.470 4.647 5.299
H -1.083 4.936 2.862
H 0.112 6.541 2.498
H -0.757 8.383 1.105

Atom charges from the Löwdin analysis, given in e for atoms 1 to 5: C -0.206; Si 0.389; C -0.225; C -0.214; Si 0.488